Entry 1:
Below is a single C18H20N2O4S molecule, with properties calculated with wB97M-V/def2-TZVPD.

Summary:
Gap between HOMO and LUMO, eV: 8.326
Energy relative to the best compared isomer or geometry (same formula, charge and spin), kcal/mol: 140.0
Total charge: 0
Highest occupied orbital energy, eV: -8.3986

Positions of all 45 atoms, in Å:
C1 -1.16073 3.98799 -1.98485
S1 -1.89548 2.73711 -3.14968
O1 -3.22138 2.35315 -2.66055
O2 -2.11638 3.46774 -4.40159
C2 -0.64572 1.46174 -3.17562
C3 -0.45406 0.73748 -1.96425
C4 0.75158 0.14271 -1.76930
C5 0.97518 -0.44321 -0.46739
C6 2.17626 -1.32466 -0.09324
C7 3.12962 -1.63082 -1.27323
C8 4.14463 -2.71072 -1.03806
O3 3.40627 -3.89154 -0.66405
C9 2.89615 -3.73510 0.62620
C10 2.08385 -2.46432 0.95233
C11 2.80962 -1.25747 1.39126
N1 -0.01074 -0.30095 0.39408
C12 -1.10403 0.33179 0.22524
C13 -2.02878 0.45663 1.33062
C14 -3.18400 1.27119 1.21390
C15 -4.10268 1.54834 2.30936
C16 -3.87082 0.76663 3.41030
C17 -2.74401 -0.16917 3.51389
O4 -2.67191 -0.90251 4.62429
C18 -1.78008 -0.27158 2.50838
N2 -1.22691 1.01266 -0.92178
H1 -1.78505 4.85190 -1.99066
H2 -0.21455 4.41159 -2.29021
H3 -1.22359 3.79386 -0.95141
H4 0.28807 1.91920 -3.47394
H5 -1.04993 0.85381 -3.89293
H6 1.46184 -0.09286 -2.61020
H7 2.63324 -1.80723 -2.23647
H8 3.78513 -0.71672 -1.26309
H9 4.90669 -2.38854 -0.25091
H10 4.82337 -2.79662 -1.91132
H11 3.81002 -3.88013 1.28832
H12 2.20841 -4.48385 0.86141
H13 1.14253 -2.59160 1.38093
H14 3.84701 -1.35150 1.68427
H15 2.18158 -0.57970 2.01883
H16 -3.30147 1.85458 0.26013
H17 -4.89295 2.25741 2.25941
H18 -4.53980 1.06489 4.27332
H19 -3.34426 -0.60970 5.21428
H20 -0.89175 -0.88194 2.69397

For reference, the natural (NBO) charges in units of e are: -0.8771, 2.1246, -0.9172, -0.9285, -0.6790, 0.2145, -0.2946, 0.3056, -0.0613, -0.4364, -0.0745, -0.5208, -0.0616, -0.2511, -0.3967, -0.4904, 0.4250, -0.0971, -0.1856, -0.1962, -0.2833, 0.3128, -0.6526, -0.2473, -0.4532, 0.2533, 0.2329, 0.2467, 0.2605, 0.2613, 0.2243, 0.2186, 0.2088, 0.1614, 0.2070, 0.1592, 0.1986, 0.2283, 0.2228, 0.2323, 0.2462, 0.2249, 0.2090, 0.4805, 0.2452


Entry 2:
Below is 5 unconnected molecules or ions with the total composition C26H52N2O9S, with properties calculated with wB97M-V/def2-TZVPD.

Summary:
Gap between HOMO and LUMO, eV: 8.381
Total charge: 0
Highest occupied orbital energy, eV: -7.8043

Positions of all 90 atoms, in Å:
C1 -29.39517 0.51243 20.36065
C2 -29.85899 1.83778 20.85810
C3 -30.61909 2.56341 19.69012
C4 -31.64678 3.62041 20.15991
C5 -32.60833 3.14350 21.26372
C6 -31.86842 2.59888 22.47627
N1 -30.82277 1.59060 22.01523
O1 -30.27803 0.89114 23.12871
C7 -31.29325 3.84820 23.21610
C8 -32.96129 1.82266 23.33033
C9 -28.73552 2.68786 21.43780
H1 -28.98826 0.47229 19.35025
H2 -30.11425 -0.29922 20.47135
H3 -28.72196 0.17821 21.15008
H4 -30.01372 3.05386 18.92783
H5 -30.97919 1.68193 19.15963
H6 -32.23650 3.88389 19.28190
H7 -31.13909 4.48160 20.59434
H8 -33.21354 2.38368 20.76926
H9 -33.35042 3.90943 21.48903
H10 -31.97999 4.69465 23.21534
H11 -31.09255 3.78386 24.28553
H12 -30.46549 4.31787 22.68476
H13 -33.52984 2.71125 23.60464
H14 -33.59839 1.16256 22.74171
H15 -32.74330 1.40625 24.31380
H16 -28.81519 3.70381 21.05102
H17 -27.72951 2.35087 21.18786
H18 -28.69705 2.87334 22.51121
H19 -31.04227 0.36609 23.37743
C10 -24.32899 13.25230 4.52144
C11 -24.88372 12.34916 3.42189
C12 -24.46844 10.91336 3.79526
C13 -25.37789 10.18150 4.75512
C14 -26.85171 10.39503 4.35215
C15 -27.37772 11.87716 4.18197
N2 -26.35566 12.45877 3.27659
O2 -26.75151 13.65339 2.74913
C16 -28.71753 11.86959 3.41899
C17 -27.48247 12.45408 5.56803
C18 -24.06637 12.74013 2.15903
H20 -24.56883 12.92089 5.53177
H21 -24.61644 14.25743 4.21290
H22 -23.24293 13.29194 4.60523
H23 -24.25889 10.24038 2.96382
H24 -23.47760 10.97031 4.24592
H25 -25.11358 10.58554 5.73236
H26 -25.14826 9.11596 4.75135
H27 -27.49787 9.67267 4.85090
H28 -26.91995 9.88779 3.38978
H29 -29.52891 11.55099 4.07339
H30 -29.13631 12.83898 3.14879
H31 -28.69083 11.12500 2.62340
H32 -28.03516 13.37819 5.73735
H33 -28.02119 11.67162 6.10247
H34 -26.56124 12.51446 6.14752
H35 -24.47789 12.17717 1.32129
H36 -23.02740 12.41067 2.14835
H37 -23.96074 13.81409 2.00558
H38 -26.39263 14.24726 3.41255
C19 -19.05029 -0.78300 19.02076
S1 -18.50391 0.02362 17.46331
O3 -19.73860 0.10864 16.57521
C20 -18.20196 1.71011 18.19236
H39 -19.81669 -1.52553 18.79852
H40 -19.54144 -0.12528 19.73789
H41 -18.19695 -1.28927 19.47198
H42 -18.40987 2.42596 17.39711
H43 -17.18724 1.80488 18.57896
H44 -18.94433 1.85450 18.97731
C21 -35.70065 8.05587 13.81447
C22 -36.07651 6.68307 13.39230
O4 -36.80812 6.23828 14.49745
C23 -36.98613 7.21236 15.39948
O5 -37.61649 7.22833 16.43967
O6 -36.49756 8.31772 14.98574
H45 -35.91381 8.82057 13.06754
H46 -34.65920 8.14836 14.12257
H47 -35.17869 6.11971 13.13805
H48 -36.82119 6.59598 12.60112
C24 -24.40357 5.56580 12.32386
C25 -24.59031 5.73986 13.86603
O7 -25.94682 6.14751 13.94110
C26 -26.30439 6.78772 12.83696
O8 -27.26477 7.50097 12.69348
O9 -25.28473 6.66214 11.85242
H49 -24.85069 4.69602 11.84254
H50 -23.46804 5.88779 11.86649
H51 -24.09422 6.52124 14.44174
H52 -24.39669 4.77781 14.34043

For reference, the Löwdin charges in units of e are: -0.0615, -0.4904, -0.1163, -0.1641, -0.1709, -0.4508, -0.1093, -0.0207, -0.0341, -0.0273, -0.0414, 0.0928, 0.0880, 0.0793, 0.1171, 0.1056, 0.1097, 0.0996, 0.1145, 0.1204, 0.0762, 0.0812, 0.0607, 0.0755, 0.0828, 0.0752, 0.0719, 0.0787, 0.0768, 0.0805, -0.0490, -0.4851, -0.1647, -0.1781, -0.1305, -0.4779, -0.1381, 0.0021, -0.0258, -0.0378, -0.0348, 0.0726, 0.0789, 0.0878, 0.1162, 0.1143, 0.1014, 0.1127, 0.1143, 0.1088, 0.0782, 0.0807, 0.0856, 0.0859, 0.0853, 0.0660, 0.0878, 0.0814, 0.0790, 0.0827, -0.2677, 0.8329, -0.5840, -0.2478, 0.0500, 0.0436, 0.0436, 0.0457, 0.0471, 0.0365, -0.0970, -0.1376, 0.0782, -0.6206, 0.1320, 0.1003, 0.1355, 0.1352, 0.1360, 0.1380, -0.0650, -0.1015, 0.0526, -0.5371, 0.1432, -0.0110, 0.1293, 0.1270, 0.1361, 0.1266


Entry 3:
Below is a single C4H8O2 molecule, with properties calculated with wB97M-V/def2-TZVPD.

Summary:
Gap between HOMO and LUMO, eV: 10.662
Energy relative to the best compared isomer or geometry (same formula, charge and spin), kcal/mol: 45.4
Total charge: 0
Highest occupied orbital energy, eV: -9.7646

Positions of all 14 atoms, in Å:
C1 2.05016 0.61240 -0.41220
O1 0.69327 0.78798 -0.08188
C2 0.26841 -0.34449 0.62100
C3 -1.24031 -0.44663 0.83011
C4 -2.18060 0.23025 -0.13807
O2 -3.34915 0.43165 0.10286
H1 2.37391 1.47634 -0.99268
H2 2.19783 -0.31041 -1.00178
H3 2.66232 0.52658 0.49929
H4 0.77861 -0.42850 1.59460
H5 0.56649 -1.23963 0.04455
H6 -1.59082 -0.29534 1.85699
H7 -1.33124 -1.50105 0.57560
H8 -1.75985 0.46670 -1.13137

For reference, the natural (NBO) charges in units of e are: -0.2500, -0.5320, -0.0511, -0.5439, 0.4474, -0.5198, 0.1985, 0.1648, 0.1666, 0.1736, 0.1527, 0.2357, 0.2407, 0.1168


Entry 4:
Below is 17 unconnected molecules or ions with the total composition C48H129F12N13O23S4, with properties calculated with wB97M-V/def2-TZVPD.

Summary:
Gap between HOMO and LUMO (spin up / spin down), eV: 8.697 / 3.766
Multiplicity: 2
Total charge: -1
Highest occupied orbital energy (spin up / spin down), eV: -7.1018 / -7.1018

Positions of all 229 atoms, in Å:
C1 -2.18501 -0.63968 -1.80061
F1 -1.99288 -1.18837 -0.63586
F2 -2.51326 -1.56830 -2.71732
F3 -3.22728 0.19593 -1.65389
S1 -0.55407 0.21655 -2.39785
O1 0.35735 -0.87976 -2.78134
O2 -1.06112 0.93668 -3.58390
N1 -0.15305 1.33204 -1.07789
S2 1.04339 0.59113 -0.42885
O3 0.89509 -0.87000 -0.02898
O4 2.34151 0.91861 -1.02875
C2 1.17304 1.49218 1.32016
F4 1.59709 0.55503 2.15650
F5 2.08791 2.48952 1.21738
F6 -0.05541 1.89810 1.77471
C3 -1.48369 3.95525 -6.96682
F7 -1.90029 2.75141 -7.30437
F8 -0.44640 3.82690 -6.10836
F9 -0.98684 4.55985 -8.03697
S3 -2.93652 5.07527 -6.19579
O5 -2.30829 6.27041 -5.60256
O6 -3.81740 5.41045 -7.30022
N2 -3.50882 4.07416 -4.90636
S4 -4.90709 3.69519 -5.32614
O7 -5.87650 4.77938 -5.07466
O8 -4.99786 3.00961 -6.59015
C4 -5.32451 2.35353 -3.99154
F10 -4.38683 1.40714 -4.05370
F11 -5.36772 2.91834 -2.74242
F12 -6.43930 1.69112 -4.31050
O9 3.20445 3.35057 -1.68840
H1 3.81144 3.99068 -1.31684
H2 3.35524 2.55365 -1.18007
O10 -2.27434 3.15783 -1.02778
H3 -1.75909 2.35457 -0.95343
H4 -3.04777 2.99774 -0.48703
O11 -1.39478 3.49765 -3.57075
H5 -1.14630 2.58003 -3.68237
H6 -2.20193 3.59097 -4.07676
O12 0.33676 4.08307 -1.35226
H7 0.14939 3.17792 -1.10362
H8 1.27539 4.09107 -1.53971
C5 2.84887 1.64927 -4.29751
C6 3.72147 2.49696 -5.23999
C7 2.86904 3.12447 -6.36159
O13 3.52851 4.04886 -7.22871
C8 2.63474 4.66406 -8.17390
N3 4.37649 3.52855 -4.39129
H9 2.40109 0.79803 -4.81033
H10 1.98715 2.14093 -3.84605
H11 3.45614 1.17997 -3.52351
H12 4.44614 1.94526 -5.83881
H13 2.08445 3.63774 -5.80564
H14 2.36795 2.33521 -6.92203
H15 3.31023 5.38975 -8.62688
H16 1.72181 5.10239 -7.77076
H17 2.42031 3.86789 -8.88679
H18 4.83660 2.95502 -3.69886
H19 3.70515 4.09200 -3.88938
C9 3.17168 -6.29160 -0.62707
C10 2.57270 -6.63027 0.75167
C11 1.56558 -5.57571 1.38628
O14 2.21443 -4.32236 1.70387
C12 1.36608 -3.33659 2.22118
N4 1.97378 -7.95273 0.64795
H20 2.39581 -6.26923 -1.39233
H21 4.03771 -6.91601 -0.84661
H22 3.42539 -5.23888 -0.50253
H23 3.31472 -6.69390 1.54758
H24 1.08522 -6.06237 2.23511
H25 0.74485 -5.42026 0.68604
H26 1.78011 -2.33908 2.07400
H27 1.20506 -3.42055 3.29594
H28 0.36548 -3.39097 1.79230
H29 1.26997 -7.85683 -0.07008
H30 1.44811 -8.10353 1.49708
C13 -6.81984 -0.96467 -2.09193
C14 -6.92553 -2.39513 -1.45956
C15 -7.45407 -2.35038 -0.01960
O15 -6.58915 -1.82021 1.00268
C16 -5.30822 -2.41363 0.85975
N5 -7.81849 -3.09543 -2.38004
H31 -6.55066 -0.80083 -3.13539
H32 -6.20936 -0.25780 -1.53002
H33 -7.86981 -0.70027 -1.96644
H34 -5.94181 -2.86343 -1.49295
H35 -7.91568 -3.27480 0.32748
H36 -8.36697 -1.75542 -0.04690
H37 -5.19631 -3.37404 0.35657
H38 -4.83563 -2.70236 1.79857
H39 -4.61451 -1.76623 0.32333
H40 -8.68643 -2.65369 -2.64770
H41 -8.14682 -3.96742 -1.99025
C17 7.86305 -3.12867 -3.65075
C18 6.55384 -2.81079 -4.43445
C19 5.27853 -2.82706 -3.62390
O16 4.14514 -2.75687 -4.49235
C20 2.86663 -2.57078 -3.80556
N6 6.73743 -1.59172 -5.19115
H42 8.73511 -3.14630 -4.30443
H43 7.87945 -4.00867 -3.00776
H44 8.04492 -2.37945 -2.88024
H45 6.50140 -3.61854 -5.16444
H46 5.24896 -2.03128 -2.87961
H47 5.38457 -3.76145 -3.07275
H48 2.74050 -1.54585 -3.45667
H49 2.68776 -3.22663 -2.95352
H50 2.05752 -2.74232 -4.51550
H51 6.62326 -0.82135 -4.54805
H52 5.90613 -1.51015 -5.75893
C21 0.72273 5.54294 2.02098
C22 0.33882 7.03984 1.86573
C23 1.32745 7.97754 2.58700
O17 0.92160 9.35868 2.44417
C24 1.91506 10.32103 2.85193
N7 0.27637 7.46077 0.48840
H53 1.51476 5.31201 1.30862
H54 -0.17078 4.99788 1.71659
H55 1.05724 5.24175 3.01370
H56 -0.65410 7.14259 2.30351
H57 2.33616 7.91424 2.17884
H58 1.35567 7.79868 3.66185
H59 2.85639 9.91036 3.21710
H60 1.51985 10.90811 3.68094
H61 2.09059 10.89891 1.94455
H62 -0.09738 8.38868 0.62771
H63 1.21728 7.69281 0.20390
C25 0.59914 -4.92501 -3.29350
C26 -0.70708 -4.93374 -4.04271
C27 -0.78524 -3.70454 -4.93655
O18 0.24605 -3.82180 -5.89217
C28 0.19528 -2.83306 -6.91896
N8 -0.85836 -6.11951 -4.79665
H64 0.69038 -3.94131 -2.83294
H65 1.49479 -5.19250 -3.85419
H66 0.60500 -5.60129 -2.43869
H67 -1.51944 -4.95579 -3.31629
H68 -0.77650 -2.77652 -4.36487
H69 -1.74513 -3.70846 -5.45297
H70 -0.79242 -2.78125 -7.37708
H71 0.87610 -3.08828 -7.73102
H72 0.60043 -1.94023 -6.44273
H73 -0.25255 -6.82502 -4.40253
H74 -0.41426 -5.93967 -5.68577
C29 2.32783 2.30881 7.92418
C30 2.97443 1.86872 6.61616
C31 1.91271 2.00955 5.47566
O19 0.78388 1.13691 5.61101
C32 1.03367 -0.25743 5.83138
N9 4.06392 2.79443 6.42327
H75 2.00885 3.34598 8.02735
H76 2.91914 1.97937 8.77853
H77 1.38923 1.76982 8.05312
H78 3.38415 0.86863 6.75772
H79 2.34691 1.91267 4.48058
H80 1.54912 3.03663 5.50743
H81 1.30012 -0.71763 4.87990
H82 0.13896 -0.71847 6.24978
H83 1.75697 -0.55972 6.58872
H84 3.62699 3.66985 6.17260
H85 4.34273 2.46457 5.51028
C33 5.02867 0.37557 2.41096
C34 5.09989 -1.19599 2.53830
C35 5.76590 -1.97009 1.37103
O20 5.25648 -1.56013 0.08948
C36 3.99314 -2.05916 -0.26221
N10 5.67964 -1.52435 3.86210
H86 4.64212 0.89712 3.28655
H87 4.37276 0.59449 1.56837
H88 6.03646 0.73138 2.19681
H89 4.06809 -1.54181 2.60069
H90 5.86914 -3.04717 1.50271
H91 6.79581 -1.61318 1.36707
H92 4.08893 -3.12992 -0.44224
H93 3.61806 -1.59677 -1.17523
H94 3.23113 -1.92736 0.50594
H95 6.68906 -1.49742 3.84103
H96 5.58098 -2.50607 4.07795
C37 -2.16559 -4.18543 0.02271
C38 -2.34373 -5.62015 0.47117
C39 -3.51563 -5.70790 1.56190
O21 -3.35353 -4.67127 2.59742
C40 -2.28187 -4.93336 3.44105
N11 -2.71082 -6.50281 -0.60770
H97 -3.11070 -3.79163 -0.35117
H98 -1.53167 -4.15877 -0.86360
H99 -1.83179 -3.55513 0.84696
H100 -1.47761 -6.03509 0.98669
H101 -3.59671 -6.68561 2.03690
H102 -4.43155 -5.42549 1.04283
H103 -1.25060 -4.98125 3.09136
H104 -2.28610 -5.92368 3.89640
H105 -2.16811 -4.09569 4.12914
H106 -3.01686 -7.33685 -0.12725
H107 -3.59149 -6.14228 -0.94614
C41 -2.82979 0.25754 7.12399
C42 -3.70024 -0.60941 6.19415
C43 -2.87559 -1.26382 5.09140
O22 -2.06583 -0.31240 4.33060
C44 -1.61863 -0.99565 3.09960
N12 -4.42065 -1.61216 6.94385
H108 -1.89937 -0.25081 7.37696
H109 -3.26207 0.60743 8.06144
H110 -2.62247 1.10968 6.47670
H111 -4.45064 0.06761 5.78591
H112 -3.47269 -1.90235 4.44036
H113 -2.15165 -1.96792 5.50158
H114 -2.46954 -0.94238 2.42048
H115 -1.22265 -2.01094 3.12181
H116 -0.75878 -0.42310 2.75183
H117 -5.11999 -1.05533 7.41392
H118 -5.05152 -2.14152 6.35915
C45 -2.64448 4.55877 3.40338
C46 -2.86193 3.28308 4.11638
C47 -4.33348 3.12848 4.60266
O23 -4.73181 4.13708 5.53133
C48 -3.89444 4.33876 6.69981
N13 -2.42302 2.19231 3.25175
H119 -1.61369 4.91018 3.35772
H120 -3.07431 5.43880 3.88182
H121 -3.04453 4.50816 2.39070
H122 -2.19389 3.22913 4.97598
H123 -4.51242 2.10614 4.93567
H124 -4.96068 3.23462 3.71753
H125 -4.30875 5.03844 7.42569
H126 -2.93818 4.79208 6.43873
H127 -3.65058 3.41605 7.22634
H128 -2.40335 1.26028 3.64037
H129 -1.44408 2.28010 3.01924

Results of the Löwdin charge analysis, in e, for atoms 1 through 99: -0.6374, 0.1509, 0.1390, 0.1341, 0.7844, -0.2899, -0.3088, -0.2985, 0.6316, -0.3363, -0.3154, -0.5538, 0.1171, 0.1167, 0.0855, -0.6185, 0.1600, 0.1060, 0.1433, 0.7272, -0.2971, -0.2819, -0.3237, 0.5489, -0.3003, -0.2932, -0.6022, 0.1068, 0.1030, 0.1293, -0.0558, 0.0603, 0.0080, 0.0080, -0.0322, 0.0592, 0.3415, 0.0239, -0.0044, -0.0572, -0.0547, 0.0001, -0.0729, -0.3876, -0.2195, -0.1906, -0.0882, 0.0363, 0.0687, 0.0720, 0.0666, 0.1332, 0.1051, 0.1237, 0.0865, 0.0758, 0.0830, 0.0467, 0.0529, -0.0336, -0.4196, -0.1640, -0.1731, -0.1261, 0.0312, 0.0545, 0.0837, 0.0522, 0.1304, 0.1085, 0.1040, 0.0593, 0.0834, 0.0655, 0.0634, 0.0579, -0.0419, -0.4262, -0.1978, -0.1391, -0.1299, 0.0258, 0.0728, 0.0724, 0.0719, 0.1116, 0.1163, 0.1186, 0.0569, 0.0746, 0.0811, 0.0692, 0.0618, -0.0628, -0.4442, -0.2135, -0.1663, -0.0729, 0.0395